No. 1
The following is a quantum chemistry calculation of an isolated molecule of C3H9OPS at a distorted geometry, from the OMol25 dataset.

Computed properties:
Relative energy (zero: lowest compared OMol25 entry of this formula, charge and spin) (kJ/mol): 227.3
E_LUMO (alpha / beta) (eV): 0.8 / -2.6
Kohn-Sham gap (alpha / beta) (eV): 5.1 / 6.9
<S²>: 2.0038
E_HOMO (alpha / beta) (eV): -4.262 / -9.510

Structure (ORCA input):
```
! wB97M-V def2-TZVPD RIJCOSX def2/J DEFGRID3
* xyz 0 3
C 0.49358 0.75351 -1.27904
C -2.13152 -0.78757 0.36607
C 0.92236 0.05305 0.01636
O 1.00039 1.22873 1.11166
P -0.34256 -1.28162 0.60723
S 2.47007 -0.80283 -0.21761
H 0.32706 0.01585 -2.03255
H 1.27756 1.53142 -1.35310
H -0.37934 1.35472 -1.20272
H -2.97728 -1.56885 0.53353
H -2.38022 -0.61520 -0.68642
H -2.42412 0.08665 0.94973
H 1.25515 0.79008 1.92979
H -0.26707 -1.00818 1.92404
H 3.15594 0.25024 -0.66695
*
```

Results of the Löwdin charge analysis, in e, for atoms 1 through 4:
1. C -0.16
2. C -0.35
3. C -1.02
4. O -0.16


No. 2
The following is a quantum chemistry calculation of a cluster of 24 separate species, C9H64NO24 in total at a distorted geometry, from the OMol25 dataset.

Computed properties:
Relative energy (zero: lowest compared OMol25 entry of this formula, charge and spin) (kJ/mol): 248.4
E_LUMO (eV): 1.1
Kohn-Sham gap (eV): 4.9
E_HOMO (eV): -3.785

Structure (ORCA input):
```
! wB97M-V def2-TZVPD RIJCOSX def2/J DEFGRID3
* xyz -1 1
C -0.45927 -2.12792 -0.42690
C 0.40985 -0.83062 -0.49856
C 0.21235 -0.23469 -1.88534
C -1.07354 0.54500 -2.02310
C -1.10627 1.71192 -1.02312
C -0.85926 1.22520 0.44760
N 0.21551 0.20163 0.50792
O 0.67066 -0.16093 1.82858
C -2.16177 0.70325 1.03376
C -0.46438 2.47025 1.22852
C 1.91313 -1.25685 -0.56892
H -0.12021 -2.87532 -1.14171
H -1.52499 -1.90577 -0.53236
H -0.49981 -2.57815 0.56496
H 0.17762 -1.06389 -2.59511
H 1.02477 0.46360 -2.09651
H -1.91929 -0.14312 -2.07632
H -0.97914 1.01272 -3.00751
H -2.10758 2.11258 -1.20779
H -0.50386 2.56509 -1.33751
H -2.59297 -0.05919 0.38456
H -2.84812 1.54518 1.15999
H -2.03673 0.33915 2.05283
H 0.45221 2.92085 0.84666
H -0.39743 2.33956 2.30913
H -1.22523 3.24606 1.10078
H 2.16206 -1.99964 0.18945
H 2.64189 -0.44692 -0.53751
H 2.08939 -1.71510 -1.54583
O 0.21334 4.52154 3.59412
H -0.20059 5.15545 4.18533
H -0.32421 4.54153 2.79772
O 1.63374 -2.92538 3.33261
H 0.92639 -2.31787 3.08991
H 2.26447 -2.38147 3.80913
O -0.55597 0.13759 4.18391
H 0.14605 0.02802 3.52568
H -1.22906 0.65489 3.73544
O 4.12414 1.86639 -1.59715
H 4.77687 1.20577 -1.35050
H 4.21447 1.95675 -2.54829
O -3.17731 4.25688 1.79403
H -4.09326 4.33047 2.07110
H -2.78184 3.63543 2.41781
O -1.30464 -2.02740 2.78053
H -2.18502 -1.65040 2.81258
H -0.80404 -1.44151 2.19161
O -4.52655 3.18705 -1.03037
H -5.41887 3.32577 -0.70638
H -3.97935 3.18513 -0.23972
O 4.73870 -2.86114 0.69101
H 4.48858 -3.32540 -0.11286
H 5.62983 -3.16189 0.88168
O -2.60998 -3.49636 -3.02721
H -2.57055 -3.67211 -3.97120
H -3.11740 -2.68548 -2.95062
O -0.09148 -4.83101 -3.13379
H -0.87478 -4.33891 -2.85935
H 0.35159 -4.25335 -3.76113
O 0.52165 -4.97852 1.31961
H 1.05037 -4.79997 0.53202
H 0.91150 -4.41662 1.99579
O -2.70484 -0.29701 -5.36588
H -3.18220 -0.32683 -4.53212
H -3.19180 -0.88757 -5.94658
O 4.55508 -3.86291 -2.43160
H 5.48545 -3.89562 -2.19684
H 4.44491 -3.01429 -2.86825
O 0.63122 2.47092 5.36013
H 0.38274 3.20405 4.78345
H 0.18178 1.69761 4.99452
O 3.64881 -0.32799 2.41024
H 3.67277 -0.99387 1.71950
H 2.88970 0.22483 2.18668
O 1.86080 -4.84524 -1.21374
H 1.19451 -4.86504 -1.91753
H 2.64562 -4.47488 -1.62571
O 2.90229 3.91802 2.63104
H 3.07074 3.06275 2.21480
H 2.04356 3.78788 3.03644
O 2.69611 1.89557 0.81159
H 3.01448 1.86125 -0.09594
H 1.81801 1.48881 0.78001
O -1.47803 6.04284 0.35465
H -1.95759 5.40670 0.89568
H -0.99419 5.50748 -0.27823
O -1.95545 -4.61567 0.30612
H -1.03876 -4.81841 0.54934
H -1.94406 -3.67177 0.13848
O 0.04126 -0.49390 -5.60690
H 0.45365 -0.21206 -4.78799
H -0.88804 -0.60573 -5.37952
O -1.23207 2.26090 -5.62351
H -1.81537 1.49792 -5.55160
H -1.71865 2.97848 -5.21111
O -2.59286 2.23089 3.75408
H -2.72317 2.25074 4.70671
H -3.45279 1.99335 3.39586
*
```

Results of the Löwdin charge analysis, in e, for atoms 1 through 4:
1. C -0.03
2. C -0.46
3. C -0.18
4. C -0.18


No. 3
The following is a quantum chemistry calculation of a cluster of 2 separate species, Cl2H2Si in total at a distorted geometry, from the OMol25 dataset.

Computed properties:
Relative energy (zero: lowest compared OMol25 entry of this formula, charge and spin) (kJ/mol): 321.3
E_LUMO (eV): -2.1
Kohn-Sham gap (eV): 7.4
E_HOMO (eV): -9.445

Structure (ORCA input):
```
! wB97M-V def2-TZVPD RIJCOSX def2/J DEFGRID3
* xyz 0 1
Si 0.17852 0.41993 0.12960
Cl -1.63283 0.43247 0.91084
Cl -0.36823 -2.51892 -0.97433
H 1.17872 0.66535 1.05883
H 0.64383 1.00117 -1.12495
*
```

Results of the Löwdin charge analysis, in e, for atoms 1 through 4:
1. Si 0.33
2. Cl 0.31
3. Cl -0.43
4. H -0.12


No. 4
The following is a quantum chemistry calculation of a structure of composition C24H60In2N4NaO20P3 at a distorted geometry, from the OMol25 dataset.

Computed properties:
E_LUMO (eV): 2.3
Kohn-Sham gap (eV): 4.1
E_HOMO (eV): -1.822

Structure (ORCA input):
```
! wB97M-V def2-TZVPD RIJCOSX def2/J DEFGRID3
* xyz -2 1
In -26.15921 6.81579 16.24278
In -29.42483 7.88239 13.87577
Na -27.39892 10.85164 15.13495
P -28.57218 9.12511 16.95971
O -28.97768 9.39096 18.41866
O -27.05745 9.26971 16.74167
O -29.36602 9.93140 15.88441
O -28.85175 7.62672 16.52849
P -26.56020 9.48102 12.89945
O -26.69495 8.45487 14.12644
O -26.01367 8.87884 11.64475
O -25.94948 10.85275 13.27462
O -28.11030 9.82076 12.68953
P -27.41612 5.17266 13.61595
O -25.91785 5.66655 13.94381
O -28.12473 5.72931 14.80709
O -27.35211 3.73370 13.21376
O -27.99944 6.11091 12.48752
C -26.58130 3.32772 16.42733
O -26.59252 4.46005 17.33313
C -27.87577 4.84176 17.76488
C -27.71793 5.73929 18.97690
N -27.07871 6.98174 18.60162
C -26.36176 7.82715 19.50890
C -24.90880 7.50173 19.69447
O -24.35840 7.30153 18.43726
C -22.98235 7.06889 18.39452
H -25.99235 2.59794 16.99039
H -25.99108 3.62358 15.55998
H -27.59412 3.05315 16.15184
H -28.45409 3.98077 18.14036
H -28.56253 5.30726 17.05097
H -27.14042 5.14583 19.69295
H -28.67833 6.02326 19.42599
H -27.80243 7.58308 18.21144
H -26.72797 7.86142 20.55512
H -26.53265 8.84416 19.14635
H -24.83770 6.55226 20.23748
H -24.49125 8.35301 20.23960
H -22.47760 7.63446 19.18792
H -22.47799 7.45258 17.50264
H -22.69732 6.01161 18.43400
C -30.92727 12.95694 22.85735
O -31.73372 11.79503 22.77011
C -32.11048 11.45647 21.43294
C -31.00159 11.11918 20.46065
N -30.33264 9.84694 20.72698
C -29.47444 9.84312 21.92287
C -28.26914 10.81313 21.80364
O -27.90454 11.32654 23.07973
C -26.84093 12.25332 23.02100
H -31.59330 13.80552 23.05785
H -30.57869 13.28917 21.86929
H -30.05081 12.80300 23.47804
H -32.80992 12.20078 21.02966
H -32.72494 10.56691 21.58241
H -30.28036 11.91164 20.21720
H -31.51912 10.97902 19.50374
H -29.69934 9.71515 19.91380
H -29.10577 8.81699 21.88928
H -30.01216 10.11954 22.82698
H -28.50248 11.60786 21.08658
H -27.37623 10.27047 21.46290
H -26.01479 11.79412 22.46426
H -26.46642 12.30367 24.04582
H -27.15846 13.23115 22.65488
C -30.94292 10.73142 12.71944
O -31.69702 9.74488 13.43595
C -32.18588 10.34126 14.62488
C -32.65077 9.22275 15.55211
N -31.57835 8.28290 15.85611
C -31.85094 7.45820 17.05081
C -32.47929 8.15459 18.24106
O -33.90664 7.93930 18.32091
C -34.41479 8.47881 19.50178
H -31.53507 11.57302 12.35151
H -30.49337 10.15726 11.90806
H -30.06399 11.11943 13.23925
H -32.92689 11.14271 14.53739
H -31.39205 10.75327 15.26600
H -33.46925 8.60987 15.14245
H -33.13320 9.65575 16.43797
H -30.82310 8.87965 16.21423
H -30.94185 7.01629 17.44892
H -32.50114 6.64857 16.69994
H -32.29998 9.23374 18.25391
H -32.11056 7.72029 19.17564
H -35.48893 8.63916 19.38305
H -34.03006 9.50516 19.63296
H -34.19664 7.98536 20.45657
C -24.71612 11.69406 17.85730
O -24.99857 12.81892 18.68864
C -26.32649 12.83227 19.20857
C -27.29402 13.48958 18.21100
N -27.72951 12.54365 17.19216
C -28.66595 13.27536 16.32040
C -28.05197 14.43951 15.53947
O -28.47268 15.69877 16.04769
C -29.58922 16.24934 15.40428
H -24.36021 10.90379 18.53686
H -23.86267 11.88153 17.20613
H -25.58128 11.35042 17.29624
H -26.23004 13.38721 20.14073
H -26.63758 11.79814 19.39727
H -26.83863 14.40659 17.84269
H -28.16748 13.80512 18.81274
H -28.19435 11.77082 17.66796
H -29.43351 13.70628 16.98659
H -29.21876 12.56808 15.69722
H -28.30013 14.44717 14.47375
H -26.96740 14.32145 15.59187
H -30.37470 15.48282 15.38349
H -29.47177 16.62690 14.38005
H -29.89640 17.09955 16.01364
*
```

Results of the Löwdin charge analysis, in e, for atoms 1 through 4:
1. In 1.32
2. In 1.35
3. Na 0.24
4. P 0.03


No. 5
The following is a quantum chemistry calculation of a cluster of 2 separate species, C17H23ClN2O8PS in total at a distorted geometry, from the OMol25 dataset.

Computed properties:
Relative energy (zero: lowest compared OMol25 entry of this formula, charge and spin) (kJ/mol): 1874.7
E_LUMO (eV): -5.2
Kohn-Sham gap (eV): 4.7
E_HOMO (eV): -9.858

Structure (ORCA input):
```
! wB97M-V def2-TZVPD RIJCOSX def2/J DEFGRID3
* xyz 1 1
C -3.78409 -1.24646 -1.52781
C -2.57800 -0.17874 -1.13509
C -1.29476 -1.00879 -0.54268
C -0.60864 -0.29524 0.80547
C -0.34511 1.28968 0.34061
N -0.33807 2.57651 0.19303
C -1.68318 -0.43607 2.03968
C -2.12906 0.99666 2.72389
O -2.95139 1.90455 2.12819
Cl -1.56729 1.49607 4.45784
C 0.89420 -0.89998 1.14406
C 1.91735 -0.24152 -0.00232
N 2.83063 0.25487 -0.80824
P 1.57925 -0.27867 2.85592
O 0.94239 -1.03738 4.09138
O 3.33129 -0.54196 2.98816
O 1.38360 1.47421 3.05014
S 1.03556 -2.76037 0.98153
C 2.70910 -3.40081 1.64597
O 0.99193 -3.27174 -0.51058
O -0.04486 -3.56248 1.77524
O -2.25109 0.77711 -2.20479
C -1.74698 0.11229 -3.41647
C -0.23346 0.65568 -3.87600
C 0.63419 -0.37297 -4.81708
C 2.11091 0.09233 -5.35656
C 2.69674 1.58087 -4.94554
C 1.85042 2.60343 -3.96052
C 0.35825 2.11912 -3.42544
H -4.38763 -1.53757 -0.55075
H -4.49407 -0.83024 -2.36227
H -3.29886 -2.26843 -1.90564
H -3.02045 0.46963 -0.23650
H -1.63145 -2.13126 -0.32421
H -0.38886 -1.11357 -1.31045
H -1.36729 -1.18271 2.88444
H -2.68027 -0.88757 1.56387
H 3.75748 -0.43542 2.08762
H 1.94117 1.79282 3.83447
H 3.50492 -2.57230 1.35691
H 2.67443 -3.65063 2.78859
H 2.99754 -4.34754 0.97932
H -2.46447 0.43576 -4.30083
H -1.66327 -1.05413 -3.33310
H 0.19216 -1.42502 -5.13203
H 2.72153 -0.65284 -6.02894
H 3.73276 1.95991 -5.33851
H 2.22397 3.68053 -3.63467
H -0.26951 2.83441 -2.72763
O -0.48578 3.56111 6.95808
H -1.02724 4.37737 6.80729
H 0.48398 3.75043 6.88131
H -0.76059 2.82705 6.35164
*
```

Results of the Löwdin charge analysis, in e, for atoms 1 through 4:
1. C -0.06
2. C -0.33
3. C -0.09
4. C -0.31


No. 6
The following is a quantum chemistry calculation of a cluster of 2 separate species, C4H3Br in total at a distorted geometry, from the OMol25 dataset.

Computed properties:
Relative energy (zero: lowest compared OMol25 entry of this formula, charge and spin) (kJ/mol): 113.2
E_LUMO (eV): 0.6
Kohn-Sham gap (eV): 10.2
SMILES: C#CC#C.Br
E_HOMO (eV): -9.571

Structure (ORCA input):
```
! wB97M-V def2-TZVPD RIJCOSX def2/J DEFGRID3
* xyz 0 1
C -0.48298 -1.53658 1.83716
C -0.50218 -1.19518 0.67335
C -0.26691 -0.16719 -1.64049
C -0.39178 -0.71305 -0.56959
Br 1.50977 2.10949 0.15780
H -0.13366 -1.76595 2.78115
H 0.61855 2.88901 -0.69584
H -0.35080 0.37945 -2.54355
*
```

Results of the Löwdin charge analysis, in e, for atoms 1 through 4:
1. C 0.15
2. C -0.17
3. C 0.10
4. C -0.22


No. 7
The following is a quantum chemistry calculation of a structure of composition C4H7FO3V at a distorted geometry, from the OMol25 dataset.

Computed properties:
Relative energy (zero: lowest compared OMol25 entry of this formula, charge and spin) (kJ/mol): 116.6
E_LUMO (alpha / beta) (eV): -0.7 / -1.1
Kohn-Sham gap (alpha / beta) (eV): 5.6 / 5.2
<S²>: 3.7701
E_HOMO (alpha / beta) (eV): -6.342 / -6.378

Structure (ORCA input):
```
! wB97M-V def2-TZVPD RIJCOSX def2/J DEFGRID3
* xyz 0 4
F -1.64171 -0.87448 -1.36233
O 2.71281 1.49291 -0.35948
C 3.07622 0.29332 -0.58467
O 1.97609 -0.50134 -0.35718
C 1.89240 -1.75385 0.43532
C -1.31966 -0.71615 -0.03493
O -0.92379 0.61210 0.17663
C -1.97960 1.59055 0.12122
V 0.93217 1.03702 0.31377
H 2.85201 -1.88873 0.96783
H 1.78588 -2.49950 -0.37411
H -0.45408 -1.37110 0.17749
H -2.22143 -0.92785 0.55428
H -1.52720 2.57016 0.29844
H -2.44318 1.57843 -0.87082
H -2.71694 1.35850 0.89855
*
```

Results of the Löwdin charge analysis, in e, for atoms 1 through 4:
1. F 0.02
2. O -0.24
3. C -0.26
4. O -0.45